{
  "formula": "C50H116CrF8N9O15S2",
  "method": "the ωB97M-V functional and the def2-TZVPD basis",
  "energy_ev": -169669.406,
  "spin_multiplicity": 5,
  "total_charge": 1,
  "mol_weight_g_mol": 1351.64,
  "homo_lumo_gap_ev": [6.90, 2.77],
  "homo_energy_ev": [-9.5, -9.5],
  "largest_force_ev_per_a": 3.90,
  "species": ["H", "F", "C", "H", "C", "H", "C", "C", "H", "H", "H", "H", "H", "H", "H", "O", "H", "H", "O", "H", "H", "F", "H", "C", "H", "C", "H", "H", "H", "C", "O", "H", "C", "C", "H", "H", "H", "F", "H", "H", "H", "C", "C", "C", "H", "H", "N", "C", "O", "C", "H", "H", "H", "H", "C", "H", "H", "H", "H", "H", "H", "H", "C", "F", "H", "C", "S", "H", "H", "F", "H", "O", "H", "H", "O", "H", "H", "C", "C", "N", "H", "H", "H", "O", "C", "C", "H", "H", "H", "F", "H", "C", "Cr", "H", "N", "O", "C", "H", "H", "H", "H", "C", "H", "H", "H", "H", "H", "C", "H", "F", "N", "H", "C", "H", "H", "H", "C", "O", "H", "H", "H", "H", "S", "H", "C", "H", "H", "C", "C", "H", "H", "H", "C", "H", "N", "H", "H", "C", "H", "H", "H", "C", "H", "O", "C", "H", "H", "H", "H", "H", "O", "O", "H", "C", "H", "H", "H", "C", "H", "N", "O", "C", "C", "C", "H", "H", "H", "H", "H", "C", "H", "C", "H", "C", "C", "O", "C", "H", "N", "N", "C", "H", "H", "H", "H", "O", "H", "H", "C", "H", "H", "C", "H", "H", "F", "N", "H", "C", "C", "H", "C"],
  "positions_angstrom": [[1.177, 3.717, -4.010], [-1.868, 0.833, 0.577], [-1.576, -0.596, -4.258], [-4.791, -7.422, 2.371], [-1.776, 6.553, 4.237], [7.674, -5.993, 5.612], [-3.433, -5.445, 3.230], [-5.859, 3.212, -0.672], [-1.470, -6.696, 2.546], [2.109, 3.713, 4.582], [1.951, 4.027, -6.687], [2.584, -3.064, 2.375], [-1.951, 5.006, -0.035], [-4.794, -2.404, 3.852], [-7.657, 2.081, -0.913], [-1.775, -1.347, -6.540], [2.476, -5.346, -2.692], [-4.837, 6.998, -1.361], [2.823, 2.562, -1.902], [2.959, -2.377, 5.565], [-3.755, 5.603, 1.638], [-3.636, -3.237, -0.643], [5.579, -5.002, 2.574], [-1.365, 3.489, 3.344], [-2.765, -2.822, -7.625], [2.054, 6.805, 3.848], [-2.293, 4.248, -1.530], [-5.528, 1.110, -0.470], [5.330, -2.516, 5.231], [6.335, -5.126, 3.348], [6.198, -6.328, 4.173], [4.517, -3.149, 0.986], [1.657, -4.209, -0.479], [-4.608, 5.335, 1.015], [3.663, 0.880, -2.383], [2.068, 7.799, 3.401], [2.379, -7.916, 1.153], [-3.814, -1.801, 0.999], [-5.296, 6.162, 1.190], [2.198, 3.616, -0.338], [0.806, 6.969, 1.675], [-5.132, 4.050, 1.644], [-0.533, 3.246, 5.806], [-6.220, 3.393, 0.799], [0.461, -4.993, -6.309], [-1.172, -4.650, -5.752], [0.619, 4.834, 4.304], [2.841, -3.403, 5.216], [1.833, -3.633, 4.273], [7.265, -6.751, 4.944], [-0.395, -1.602, -5.232], [-4.919, -3.626, 4.972], [-0.887, 2.607, 2.919], [-0.374, 8.026, 3.425], [2.955, 2.870, -0.579], [2.735, 1.902, -0.129], [3.757, -8.114, 0.145], [-4.825, 1.865, -1.939], [4.013, -1.886, -1.255], [-3.231, -0.288, -5.531], [-7.061, 4.068, 0.953], [3.455, -0.696, -2.859], [-2.564, -1.750, -7.638], [-1.762, -3.634, -2.971], [1.325, -3.340, 0.088], [2.922, 3.170, -4.159], [0.307, -0.357, -0.634], [2.344, -3.903, 6.048], [1.178, 5.307, 1.720], [-3.409, -1.051, -1.078], [2.978, 6.352, 3.488], [-1.003, 4.100, -5.065], [1.252, -6.138, -4.493], [-0.452, 1.274, -3.796], [-4.349, -4.374, 3.102], [7.166, -5.202, 2.647], [1.832, -1.730, 3.380], [-2.533, -1.107, -5.351], [-1.018, 1.058, -0.397], [-0.338, -1.405, -4.243], [8.051, -7.042, 4.247], [7.014, -4.079, 5.152], [-2.597, 5.079, -5.787], [1.053, 0.133, -1.774], [0.475, 6.034, 2.127], [-2.115, 4.933, -4.821], [1.401, -6.451, -2.112], [-2.483, 7.295, 4.606], [-2.683, 4.823, 5.128], [2.104, -2.338, -3.019], [3.997, -4.959, 4.393], [-0.142, -4.294, -5.731], [0.074, -2.802, -2.711], [0.110, 5.652, -5.948], [-0.464, -1.729, -1.095], [2.746, -6.319, -0.132], [-4.069, 5.093, -0.481], [0.119, 3.688, 6.560], [-0.048, -3.329, -6.229], [-7.909, 3.839, -1.245], [-2.723, 3.455, 0.001], [0.699, 6.155, 3.617], [-0.705, 0.978, -5.405], [-0.393, 4.477, -7.048], [5.476, 1.637, -1.281], [0.004, 7.672, 5.072], [-2.068, 1.483, -4.450], [-1.696, 5.286, 5.132], [-1.392, 2.986, 6.424], [-1.711, 1.227, -1.519], [5.156, -3.219, 4.527], [3.747, 3.158, -4.871], [3.443, 3.461, -2.769], [-5.344, -6.167, 1.194], [3.945, 3.255, -0.335], [-3.493, -1.220, -7.846], [1.843, -5.397, 0.474], [1.494, 3.826, 3.853], [-2.161, 6.388, 3.231], [-4.019, 1.925, -0.339], [-1.835, 5.856, -4.313], [0.906, -2.985, 2.551], [-1.329, -2.232, 0.351], [-3.284, -3.154, 4.368], [-0.334, 7.209, 4.145], [-7.203, 2.751, -2.441], [5.741, -1.120, -2.515], [0.025, 4.569, -6.045], [-3.902, 6.504, -1.097], [-2.389, -7.937, 2.167], [0.977, -5.904, 0.900], [3.452, 4.484, -2.392], [-2.710, 4.404, -0.534], [-0.139, 2.266, 5.538], [-5.191, 4.405, -1.231], [5.784, -2.383, 1.952], [1.057, 2.733, -6.012], [-4.974, 1.962, -0.864], [-5.523, 5.104, -2.949], [-1.432, 5.507, 6.166], [-2.977, -5.435, 1.069], [1.823, -2.785, 3.105], [4.520, 3.302, -2.827], [0.440, -4.170, -4.416], [-4.322, -3.354, 4.102], [-2.109, -0.597, -3.307], [-5.557, 4.164, 2.641], [-0.010, -5.045, -1.182], [2.173, 6.960, 4.920], [-0.367, -5.945, -3.879], [-4.965, 4.398, -2.616], [5.534, -1.487, 0.076], [6.647, 1.203, -2.442], [-1.200, 0.822, -4.447], [-2.443, -5.106, 3.534], [-6.446, 2.459, 1.312], [3.807, -0.370, -0.371], [6.459, -3.901, 4.231], [-3.089, -1.962, -4.967], [4.077, 0.099, -2.873], [1.064, -0.463, 0.594], [0.627, -5.498, -3.869], [-3.244, -6.105, 1.887], [3.239, -7.377, 0.758], [3.821, -7.122, 1.644], [2.301, -4.998, 1.379], [-0.494, 5.647, 1.812], [-1.888, -1.647, -8.487], [0.403, -0.722, -4.308], [-4.544, -6.851, 1.476], [-2.825, 4.397, -4.191], [6.066, 0.785, -1.620], [-1.531, 4.119, 2.469], [5.000, -2.200, 1.218], [-7.251, 2.980, -1.377], [-1.068, -3.668, 0.579], [1.275, 3.791, -5.865], [-4.421, -7.610, 0.705], [0.728, -4.472, -1.566], [-2.141, -7.008, 1.858], [-3.211, -2.076, -0.167], [-3.367, 7.085, -0.345], [4.317, -1.556, 1.772], [6.982, -7.686, 5.426], [-3.170, 6.563, -1.902], [-1.198, -1.432, 1.567], [-2.306, 3.032, 3.651], [7.078, -3.149, 3.741], [1.404, -5.440, -2.519], [-3.703, -6.166, 4.002], [4.358, -4.472, 6.067], [4.540, -1.027, -0.840], [-4.319, 3.327, 1.712], [2.642, -3.966, -0.879], [-0.355, 2.155, 0.005], [1.915, 4.099, -4.584], [2.633, 2.119, -4.153], [-0.689, 4.187, 4.591], [4.135, -4.111, 5.063], [6.864, 0.577, -0.907], [5.150, -0.339, -2.039]],
  "forces_ev_per_a": [[-0.8, 1.0, 1.0], [-1.1, -0.4, 0.4], [-0.7, 0.2, 1.0], [-0.6, 0.0, 0.1], [1.6, 0.7, 0.9], [-0.2, -0.1, 0.3], [0.5, 0.9, -0.1], [-2.1, -0.4, -0.2], [0.5, 0.0, 0.0], [0.1, 0.0, 0.1], [0.1, 0.2, -0.1], [0.6, 0.3, 0.3], [-0.4, 0.4, 0.2], [0.1, -0.2, -1.1], [-0.2, 0.3, 0.2], [-1.0, 0.3, 0.9], [-0.2, 1.2, 0.1], [0.1, 0.0, 0.1], [-0.2, 0.0, -1.6], [0.0, 0.5, -0.5], [0.4, 0.2, -0.4], [0.1, 1.2, 0.1], [-1.0, -0.4, 0.8], [0.2, -0.7, 0.5], [-0.3, -0.2, 0.4], [0.6, 0.4, 0.6], [-0.5, -0.1, -0.2], [-0.2, 0.1, -0.2], [0.1, 0.2, 0.0], [1.0, -0.6, 0.9], [-2.2, 1.2, -1.5], [-0.1, -0.1, -0.4], [0.3, -0.1, 1.3], [0.8, -1.1, 0.3], [-0.6, 0.0, -0.1], [-0.2, 0.1, -0.1], [-0.3, 0.0, 0.1], [-0.1, 0.1, -1.2], [-0.3, 0.0, -0.9], [0.0, 0.2, 0.6], [-0.7, 0.1, -0.3], [0.2, -0.8, -0.7], [0.6, -0.9, 0.0], [0.6, 1.4, 1.3], [0.1, -0.1, 0.1], [-0.1, 0.1, 0.5], [-1.4, 0.4, 1.7], [-1.7, -0.9, 1.6], [-0.2, 1.0, -1.9], [1.1, -0.3, -1.0], [0.7, -1.6, -0.5], [0.3, -0.5, 0.4], [0.9, 0.1, 0.3], [0.2, -0.1, -0.2], [-0.5, -0.3, 0.9], [0.1, 0.3, 0.9], [0.2, 0.4, -0.1], [0.2, -0.4, 0.1], [-0.4, -0.2, 0.1], [-0.3, 0.0, -0.1], [-0.5, -0.2, -0.6], [-0.9, 0.2, -0.5], [1.1, -0.8, -1.0], [1.9, 1.2, 0.7], [0.0, -0.2, 0.0], [1.8, -0.1, -0.8], [2.8, 1.8, -0.8], [0.2, 0.1, 0.6], [0.2, -0.2, 0.1], [0.1, -1.5, 1.3], [-0.4, -0.7, -0.2], [1.4, -0.3, -0.2], [0.1, 0.3, -0.6], [-0.2, -0.5, 0.7], [-0.5, 0.8, -0.1], [0.9, -0.2, 0.5], [0.3, 0.0, -0.1], [0.4, 0.7, 0.4], [1.3, -0.8, 0.8], [-0.5, 0.7, -0.2], [0.6, 0.0, 0.1], [0.0, -0.6, 0.1], [-0.4, 0.7, 0.0], [-1.3, -0.4, 0.4], [1.1, -0.6, -0.8], [0.6, -0.5, -0.8], [-0.5, 0.0, 0.2], [0.0, 0.0, 0.5], [0.0, -0.2, 0.2], [-2.6, -0.5, 0.7], [0.1, -0.1, 0.1], [0.6, 0.5, -0.1], [0.6, -1.9, -2.6], [0.5, 0.1, 0.5], [-1.2, 1.3, 3.4], [0.8, -0.8, 0.9], [-1.5, 2.5, 0.9], [0.4, 0.2, -0.3], [-0.2, -0.1, 0.1], [0.0, -0.1, 0.2], [0.0, 0.0, -0.1], [-0.1, -0.2, -0.4], [-0.2, -0.1, -0.5], [0.0, -0.6, -0.2], [-0.1, 0.0, 0.4], [-0.2, -0.4, 0.3], [-0.1, 0.0, 0.0], [0.1, 0.1, -1.6], [-0.8, 0.4, -0.6], [0.3, 0.5, -0.1], [0.7, -1.0, -0.5], [0.2, 0.4, -0.1], [1.1, 0.0, -0.7], [0.0, -0.1, 0.2], [0.2, -0.2, 0.2], [0.1, 0.4, 0.5], [1.2, 0.2, 0.5], [0.1, 0.5, -0.8], [0.3, -0.6, -0.2], [-0.1, 0.5, -0.1], [0.0, 0.3, -0.2], [-0.3, 0.0, 0.4], [0.0, -3.1, 1.4], [0.0, 0.1, 0.3], [-1.2, -1.5, -0.2], [0.3, 0.1, 0.0], [0.1, 0.0, -0.4], [-2.4, 0.6, 0.6], [0.8, 0.0, 0.2], [-0.2, -0.3, 0.0], [-0.7, 0.0, -0.7], [-1.0, 0.4, -0.3], [0.2, -1.0, 0.3], [0.4, 0.1, -0.2], [2.4, -1.0, -0.3], [0.3, -0.1, -0.5], [-0.1, -0.4, 0.2], [0.1, 0.0, -0.5], [-0.3, 0.5, -0.5], [0.1, 0.3, -0.1], [-0.5, 1.0, 0.5], [-0.4, -0.8, 0.2], [0.4, -0.6, 0.3], [0.4, -0.7, 0.0], [0.2, -0.7, 0.4], [0.0, -0.8, 0.1], [0.3, 0.3, 0.0], [-0.8, 0.4, 0.2], [0.1, 0.0, 0.1], [-0.1, -0.2, 0.7], [-0.5, -0.6, 2.0], [-0.4, -0.6, 0.8], [-0.2, -0.1, -0.6], [0.5, 2.0, -1.3], [0.2, 0.6, 0.2], [-0.2, -0.2, -0.7], [-0.1, 0.2, 0.4], [-0.6, 1.4, 0.0], [0.2, -0.4, -0.3], [0.4, 0.0, -0.6], [-1.2, 0.0, -0.9], [0.6, 0.2, 0.8], [-1.6, -0.4, -1.8], [-1.5, -0.1, -0.8], [0.3, 0.8, -0.3], [0.3, 0.3, 0.1], [-0.2, 0.7, 0.1], [-0.2, 0.3, -0.2], [0.8, 0.1, 0.9], [0.6, 0.0, 0.6], [0.2, -0.2, 0.1], [0.6, 1.0, -0.5], [-0.1, 0.4, 0.3], [0.5, 1.2, -0.3], [1.0, -0.1, -0.3], [-0.7, 2.4, -1.2], [1.1, 0.1, -0.5], [0.3, 0.3, -0.3], [1.2, -0.8, -1.5], [1.1, -1.1, 0.7], [0.9, 0.0, 0.1], [-0.4, 0.2, 0.3], [-0.4, 0.0, -0.2], [-0.2, 0.4, 0.4], [-0.4, -0.5, -0.5], [-0.2, -0.5, -2.5], [-0.4, 0.4, 0.2], [0.0, 0.0, -0.3], [-1.6, -0.6, -1.3], [-0.5, -0.3, 0.0], [0.5, -0.4, 0.1], [0.3, -0.8, 0.5], [0.3, 0.1, 0.3], [-0.1, 0.0, -0.2], [0.0, -0.2, -1.2], [-1.9, -0.7, 0.1], [-0.5, -0.2, 0.1], [-1.2, 1.0, 0.0], [0.6, 0.2, -0.5], [-0.5, -0.5, 0.4], [1.5, -0.6, 1.1]],
  "mulliken_spin": [0.0000, 0.0004, 0.0089, 0.0001, 0.0010, 0.0000, 0.0001, -0.0156, 0.0000, 0.0000, 0.0000, -0.0001, -0.0088, 0.0000, 0.0009, 0.0011, -0.0025, -0.0026, -0.0003, 0.0000, 0.0013, 0.0008, 0.0001, 0.0020, 0.0000, 0.0002, 0.0061, 0.0037, 0.0000, -0.0001, 0.0000, 0.0000, -0.0075, 0.0071, -0.0004, 0.0000, 0.0000, 0.0000, -0.0008, 0.0002, 0.0002, -0.0115, -0.0008, 0.0170, -0.0003, -0.0001, -0.0003, -0.0001, 0.0000, 0.0000, 0.0104, 0.0000, 0.0000, 0.0000, -0.0005, 0.0005, 0.0000, 0.0003, -0.0008, -0.0005, -0.0018, 0.0020, 0.0001, 0.0027, 0.0170, -0.0001, -0.0038, 0.0000, 0.0002, -0.0013, 0.0000, 0.0002, -0.0007, 0.0005, 0.0000, 0.0000, -0.0001, -0.0009, 0.0077, -0.0818, 0.0000, 0.0000, 0.0000, 0.0303, -0.0055, -0.0006, -0.0024, 0.0000, 0.0001, 0.0037, 0.0000, 0.0022, 3.1024, 0.0000, -0.0898, -0.0004, 0.0100, 0.0000, -0.0002, -0.0071, -0.0110, 0.0026, 0.0001, 0.0000, -0.0001, 0.0000, 0.0003, 0.0000, 0.0001, 0.0027, 0.0000, 0.0000, 0.0001, 0.0000, -0.0001, 0.0000, -0.0042, 0.0000, 0.0002, -0.0093, 0.0000, 0.0000, 0.0352, 0.0000, 0.0001, 0.0010, 0.0000, 0.0001, 0.0212, 0.0000, 0.0002, 0.0000, 0.0766, 0.0001, 0.7184, -0.0001, 0.0000, 0.1112, 0.0142, -0.0001, -0.0003, 0.0002, 0.0000, -0.0165, 0.0000, 0.0110, 0.0006, 0.0330, 0.0000, -0.0010, 0.0579, 0.0001, 0.0000, 0.0024, -0.0001, -0.0020, 0.0005, -0.0001, 0.0002, -0.0005, -0.0015, 0.0041, 0.0008, 0.0000, 0.0000, 0.0010, 0.0000, 0.0000, 0.0151, -0.0002, -0.0016, 0.0000, -0.0006, 0.0001, 0.0262, 0.0179, -0.0001, 0.0000, -0.0974, 0.0000, 0.0014, 0.0003, 0.0001, 0.0000, -0.0014, -0.0032, 0.0002, 0.0000, 0.0027, 0.0000, 0.0000, 0.0003, 0.0008, 0.0008, -0.0010, 0.0000, -0.0002, -0.0002, 0.0001, 0.0000, -0.0008]
}